16
Properties=species:S:1:pos:R:3:nbo_charge:R:1 method="wB97M-V/def2-TZVPD" smiles=C[C@@](N)(C#N)CN relative_energy_kcal_mol=52.3 homo_energy_ev=-8.4 e_tot_ev=-8762.2579 orbital_gap_ev=9.279
C -0.2681 -0.8022 -1.3157 -0.596
C 0.2887 -0.5238 0.1765 0.023
N 0.3070 -1.6049 0.9814 -0.835
C 1.5901 0.0567 -0.0460 0.257
N 2.6707 0.5182 -0.0826 -0.345
C -0.6159 0.9472 0.7967 -0.208
N -0.5573 2.0895 -0.0374 -0.808
H -1.2370 -1.2236 -1.1889 0.205
H -0.2874 0.2285 -1.7586 0.217
H 0.4125 -1.5504 -1.7383 0.229
H -0.3482 -2.3360 0.9685 0.385
H 0.7636 -1.6189 1.8059 0.380
H -1.6884 0.5251 0.7011 0.184
H -0.2769 1.1012 1.9038 0.201
H 0.3239 2.2916 -0.2453 0.356
H -1.0774 1.9017 -0.9211 0.355

***

17
Properties=species:S:1:pos:R:3:nbo_charge:R:1 method="wB97M-V/def2-TZVPD" relative_energy_kcal_mol=113.0 homo_energy_ev=-8.9 e_tot_ev=-10807.5600 orbital_gap_ev=9.694
H 1.3815 -1.2967 1.7170 0.356
N 1.4221 -0.2877 1.6911 -0.767
C 1.3390 0.3683 0.5741 0.469
C 1.7901 1.8354 0.2860 -0.687
N 1.2678 -0.3919 -0.6003 -0.518
C 0.2272 -1.0002 -0.9218 0.281
N -1.0203 -0.7654 -0.2829 -0.197
C -2.4011 -1.0252 -0.7904 -0.417
O -1.0273 0.4158 0.5667 -0.549
H 2.9459 1.5644 -0.1014 0.245
H 1.9165 2.4503 1.2178 0.232
H 1.2753 2.6443 -0.2912 0.248
H 0.0512 -1.6010 -1.8220 0.186
H -3.1158 -1.2289 0.0167 0.213
H -2.8252 0.1094 -1.0605 0.196
H -2.4025 -1.7205 -1.5943 0.213
H -0.8246 -0.0704 1.3956 0.496

***

17
Properties=species:S:1:pos:R:3:nbo_charge:R:1 method="wB97M-V/def2-TZVPD" relative_energy_kcal_mol=181.1 homo_energy_ev="-7.8 / -7.4" e_tot_ev=-10804.6090 orbital_gap_ev="8.318 / 8.150"
C -1.3404 1.4510 0.6344 -0.634
N 1.6627 -1.2968 -0.4684 -0.222
C -0.9374 -0.8982 -0.0800 0.030
C -0.4435 0.3001 0.2293 0.047
N 1.2747 1.7496 -0.2449 -0.604
C -1.6751 -1.8512 -0.5759 -0.481
O 2.2536 -1.6466 0.7403 -0.548
N 0.9161 0.4943 0.1431 -0.180
H 2.7981 -0.8768 0.9585 0.467
H 1.0151 -2.0790 -0.5988 0.323
H 2.2748 1.8838 -0.2095 0.373
H 0.8468 2.1183 -1.0915 0.346
H -2.3038 1.0655 0.9622 0.232
H -0.8843 2.0266 1.4409 0.223
H -1.5160 2.1276 -0.2060 0.213
H -2.2483 -1.7206 -1.4906 0.208
H -1.6929 -2.8475 -0.1432 0.208

***

17
Properties=species:S:1:pos:R:3:nbo_charge:R:1 method="wB97M-V/def2-TZVPD" smiles="CC(=O)[C@@]1(N)CN1N" relative_energy_kcal_mol=104.7 homo_energy_ev=-8.1 e_tot_ev=-10807.9206 orbital_gap_ev=9.058
C -1.9010 -1.1465 -0.5433 -0.702
C -1.3447 0.1963 -0.1225 0.536
O -2.0379 1.2356 -0.2306 -0.635
C 0.1733 0.4004 -0.2326 0.219
N 0.6362 1.7108 -0.5500 -0.862
C 0.1922 -0.2028 1.2697 -0.378
N 1.0392 -0.7062 -0.0271 -0.211
N 2.3965 -0.3008 -0.0614 -0.668
H -2.6737 -0.9926 -1.3003 0.248
H -2.3518 -1.6210 0.3314 0.227
H -1.1614 -1.8270 -0.9696 0.235
H 1.2691 1.7262 -1.3439 0.394
H -0.1866 2.3165 -0.6568 0.423
H -0.2295 -1.0767 1.7469 0.241
H 0.7027 0.4541 1.9645 0.213
H 2.9543 -0.8598 0.5781 0.366
H 2.5231 0.6935 0.1476 0.353

***

17
Properties=species:S:1:pos:R:3:nbo_charge:R:1 method="wB97M-V/def2-TZVPD" smiles="CC(=O)C#N.CNN" relative_energy_kcal_mol=111.7 homo_energy_ev=-8.2 e_tot_ev=-10807.6191 orbital_gap_ev=8.431
C -1.6464 -1.7532 0.8983 -0.728
C -1.5587 -0.2523 0.9050 0.554
O -2.0316 0.4779 1.7464 -0.479
C -0.9964 0.3590 -0.6305 0.144
N -1.2753 0.5832 -1.7317 -0.442
H -0.9915 -2.1274 0.1017 0.237
H -2.6686 -2.0692 0.6824 0.266
H -1.2930 -2.2031 1.8255 0.249
C 1.4102 1.8180 -0.2745 -0.419
N 0.9885 0.4416 -0.0223 -0.435
N 1.6396 -0.6211 -0.6963 -0.663
H 0.9234 2.4470 0.4682 0.217
H 2.4975 1.8593 -0.2326 0.187
H 1.0685 2.1347 -1.2669 0.207
H 0.4016 0.3014 0.8721 0.391
H 1.0684 -1.0558 -1.4227 0.355
H 2.4639 -0.3399 -1.2222 0.360

***

17
Properties=species:S:1:pos:R:3:nbo_charge:R:1 method="wB97M-V/def2-TZVPD" relative_energy_kcal_mol=147.4 homo_energy_ev="-9.1 / -7.8" e_tot_ev=-10806.0716 orbital_gap_ev="9.497 / 7.162"
C -0.6540 -1.9426 0.2668 0.063
C 0.6542 -1.1383 0.5895 -0.342
C 1.5189 0.7759 -0.6371 -0.473
C -2.1218 0.9416 -0.2028 0.051
N -1.5765 -1.4365 -0.3575 -0.136
N 0.7099 0.2378 0.4333 -0.341
N -1.8706 -0.3051 -0.8852 -0.218
O -1.8685 0.9686 1.1565 -0.734
H -0.5374 -3.0352 0.4457 0.205
H 0.6043 -1.3617 1.7509 0.241
H 1.4496 -1.7109 0.1081 0.185
H 1.8928 1.8001 -0.3077 0.224
H 2.1122 -0.0628 -0.9255 0.192
H 0.8405 1.1292 -1.3581 0.222
H -3.2292 1.2450 -0.3388 0.191
H -1.3803 1.6184 -0.6724 0.171
H -0.9199 1.0458 1.2651 0.498